{"formula": "C4H9NO2", "method": "ωB97M-V/def2-TZVPD", "species": ["C", "C", "O", "C", "C", "O", "N", "H", "H", "H", "H", "H", "H", "H", "H", "H"], "positions_angstrom": [[1.03, -1.68, -0.92], [-0.14, -0.85, -0.42], [-0.36, -1.20, 0.94], [0.15, 0.66, -0.55], [-0.83, 1.45, 0.30], [-2.00, 1.60, -0.02], [-0.32, 1.94, 1.47], [1.90, -1.50, -0.28], [1.29, -1.42, -1.95], [0.78, -2.74, -0.87], [-1.04, -1.07, -1.01], [-1.26, -0.93, 1.17], [1.19, 0.86, -0.24], [0.02, 0.98, -1.58], [-0.98, 2.34, 2.12], [0.54, 1.56, 1.84]], "gap_ev": 10.749, "charge": 0, "smiles": "C[C@@H](O)CC(N)=O", "relative_energy_kcal_mol": 9.2, "lumo_ev": 0.84, "spin_multiplicity": 1, "homo_energy_ev": -9.9047}

---

{"formula": "C4H9NO2", "method": "ωB97M-V/def2-TZVPD", "species": ["C", "N", "C", "O", "C", "C", "O", "H", "H", "H", "H", "H", "H", "H", "H", "H"], "positions_angstrom": [[1.61, -0.17, -1.30], [1.98, 0.62, -0.15], [1.28, 0.96, 0.84], [-0.04, 0.81, 1.21], [-1.12, 0.71, 0.28], [-1.76, -0.67, 0.39], [-0.85, -1.73, 0.17], [0.70, -0.77, -1.19], [1.53, 0.47, -2.19], [2.46, -0.86, -1.47], [1.78, 1.44, 1.68], [-1.86, 1.46, 0.59], [-0.79, 0.93, -0.74], [-2.22, -0.76, 1.39], [-2.56, -0.78, -0.35], [-0.15, -1.66, 0.84]], "gap_ev": 10.340, "charge": 0, "smiles": "C/N=C\\OCCO", "relative_energy_kcal_mol": 55.6, "lumo_ev": 0.85, "spin_multiplicity": 1, "homo_energy_ev": -9.4907}

---

{"formula": "C4H9NO2", "method": "ωB97M-V/def2-TZVPD", "species": ["C", "C", "N", "C", "O", "O", "C", "H", "H", "H", "H", "H", "H", "H", "H", "H"], "positions_angstrom": [[0.61, -0.95, 1.69], [1.72, 1.30, -0.77], [1.00, 0.55, -1.50], [-0.39, -0.23, 0.77], [-0.66, 0.94, 0.94], [-1.05, -0.99, -0.12], [-2.12, -0.32, -0.81], [0.58, -2.04, 1.64], [1.66, -0.65, 1.59], [0.33, -0.63, 2.70], [1.29, 1.67, 0.16], [2.75, 1.59, -1.01], [1.49, 0.24, -2.33], [-2.62, -1.05, -1.44], [-2.84, 0.08, -0.08], [-1.76, 0.51, -1.43]], "gap_ev": 10.979, "charge": 0, "smiles": "COC(C)=O.C=N", "relative_energy_kcal_mol": 44.3, "lumo_ev": 1.05, "spin_multiplicity": 1, "homo_energy_ev": -9.9300}

---

{"formula": "C4H9NO2", "method": "ωB97M-V/def2-TZVPD", "species": ["C", "O", "C", "C", "N", "C", "O", "H", "H", "H", "H", "H", "H", "H", "H", "H"], "positions_angstrom": [[0.69, 1.85, 0.57], [0.40, 1.16, -0.63], [0.97, -0.12, -0.72], [-0.13, -1.14, -1.05], [-1.33, -0.95, -0.26], [-1.26, -0.91, 1.10], [-0.28, -1.24, 1.74], [0.51, 1.23, 1.46], [1.72, 2.22, 0.60], [0.01, 2.72, 0.60], [1.45, -0.41, 0.21], [1.73, -0.15, -1.52], [0.26, -2.15, -0.88], [-0.43, -1.07, -2.10], [-2.11, -0.48, -0.69], [-2.19, -0.55, 1.57]], "gap_ev": 10.738, "charge": 0, "smiles": "COCCNC=O", "relative_energy_kcal_mol": 33.8, "lumo_ev": 0.92, "spin_multiplicity": 1, "homo_energy_ev": -9.8224}

---

{"formula": "C4H9NO2", "method": "ωB97M-V/def2-TZVPD", "species": ["O", "C", "C", "C", "C", "O", "N", "H", "H", "H", "H", "H", "H", "H", "H", "H"], "positions_angstrom": [[1.72, -1.51, -1.14], [0.74, -1.38, -0.46], [0.01, -0.01, -0.56], [-0.49, 0.51, 0.83], [-1.28, -0.60, 1.55], [-1.30, 1.66, 0.71], [0.89, 0.98, -1.15], [0.65, -2.19, 0.38], [-1.01, -0.30, -0.93], [0.39, 0.72, 1.44], [-1.95, -0.15, 2.29], [-0.56, -1.27, 2.01], [-1.74, -1.27, 0.82], [-0.74, 2.44, 0.74], [0.36, 1.85, -1.15], [1.08, 0.83, -2.14]], "gap_ev": 10.438, "charge": 0, "smiles": "C[C@H](O)[C@@H](N)C=O", "relative_energy_kcal_mol": 53.5, "lumo_ev": 0.75, "spin_multiplicity": 1, "homo_energy_ev": -9.6887}

---

{"formula": "C4H9NO2", "method": "ωB97M-V/def2-TZVPD", "species": ["C", "O", "C", "C", "N", "O", "C", "H", "H", "H", "H", "H", "H", "H", "H", "H"], "positions_angstrom": [[1.84, 0.29, -0.41], [1.45, -0.25, 0.83], [0.13, 0.10, 1.22], [-0.86, -0.13, 0.10], [-1.35, 0.79, -0.64], [-0.90, 2.06, -0.27], [-1.17, -1.55, -0.26], [2.91, 0.10, -0.52], [1.31, -0.21, -1.23], [1.63, 1.36, -0.47], [0.08, 1.14, 1.57], [-0.11, -0.57, 2.06], [-1.29, 2.63, -0.95], [-1.77, -2.04, 0.51], [-0.22, -2.10, -0.33], [-1.69, -1.61, -1.22]], "gap_ev": 10.650, "charge": 0, "smiles": "COC/C(C)=N\\O", "relative_energy_kcal_mol": 74.9, "lumo_ev": 0.94, "spin_multiplicity": 1, "homo_energy_ev": -9.7105}

---

{"formula": "C4H9NO2", "method": "ωB97M-V/def2-TZVPD", "species": ["C", "N", "C", "O", "C", "C", "O", "H", "H", "H", "H", "H", "H", "H", "H", "H"], "positions_angstrom": [[-2.32, -0.19, -1.96], [-1.18, -0.01, -1.08], [-1.35, -0.17, 0.14], [-0.31, -0.01, 1.05], [0.93, 0.07, 0.61], [1.94, 0.81, 1.40], [3.19, 0.54, 1.13], [-2.48, 0.73, -2.52], [-2.07, -0.97, -2.69], [-3.24, -0.47, -1.44], [-2.26, -0.43, 0.68], [2.14, -1.50, 0.87], [1.08, -0.06, -0.46], [1.56, 1.75, 0.84], [1.60, 0.92, 2.45], [2.79, -1.01, 0.97]], "gap_ev": [8.557, 8.556], "charge": 0, "relative_energy_kcal_mol": 141.7, "lumo_ev": [-0.23, -0.23], "spin_multiplicity": 1, "homo_energy_ev": [-8.7903, -8.7895]}

---

{"formula": "C4H9NO2", "method": "ωB97M-V/def2-TZVPD", "species": ["N", "C", "O", "C", "C", "C", "O", "H", "H", "H", "H", "H", "H", "H", "H", "H"], "positions_angstrom": [[1.56, 0.36, 1.08], [1.26, -0.96, 0.96], [1.64, -1.81, 1.74], [0.35, -1.26, -0.23], [-0.97, -0.47, -0.09], [-1.11, 0.81, -0.91], [-0.40, 1.91, -0.34], [1.84, 0.70, 1.99], [1.17, 1.02, 0.42], [0.85, -1.01, -1.18], [0.19, -2.34, -0.23], [-1.82, -1.11, -0.37], [-1.12, -0.22, 0.97], [-0.75, 0.64, -1.93], [-2.18, 1.06, -0.96], [-0.51, 2.66, -0.93]], "gap_ev": 10.034, "charge": 0, "smiles": "NC(=O)CCCO", "relative_energy_kcal_mol": 15.7, "lumo_ev": 0.58, "spin_multiplicity": 1, "homo_energy_ev": -9.4545}

---

{"formula": "C4H9NO2", "method": "ωB97M-V/def2-TZVPD", "species": ["C", "N", "C", "C", "C", "O", "O", "H", "H", "H", "H", "H", "H", "H", "H", "H"], "positions_angstrom": [[1.15, 1.14, 1.04], [-0.01, 0.22, 0.49], [-0.09, -0.99, 1.32], [0.30, -0.05, -0.98], [-1.12, 0.36, -1.55], [-1.84, -0.81, -1.53], [-1.55, 1.37, -1.93], [2.13, 0.80, 0.80], [1.10, 1.49, 2.00], [1.14, 2.02, 0.30], [0.28, -0.63, 2.23], [-1.03, -1.47, 1.55], [0.55, -1.86, 0.92], [0.35, -1.13, -1.14], [1.21, 0.35, -1.37], [-2.57, -0.80, -2.16]], "gap_ev": 9.764, "charge": 0, "smiles": "CN(C)CC(=O)O", "relative_energy_kcal_mol": 63.0, "lumo_ev": 0.83, "spin_multiplicity": 1, "homo_energy_ev": -8.9293}

---

{"formula": "C4H9NO2", "method": "ωB97M-V/def2-TZVPD", "species": ["C", "C", "C", "C", "N", "O", "O", "H", "H", "H", "H", "H", "H", "H", "H", "H"], "positions_angstrom": [[-1.36, -0.22, 0.03], [0.82, 0.05, -1.18], [0.88, 0.31, 1.39], [0.04, 0.46, 0.08], [-1.30, -1.58, -0.20], [-2.42, 0.30, 0.23], [-0.28, 1.82, -0.04], [1.57, 0.76, -1.51], [1.35, -0.88, -1.22], [-0.07, -0.12, -1.72], [1.56, 1.18, 1.54], [1.35, -0.62, 1.34], [0.27, 0.47, 2.25], [-0.37, -2.07, -0.23], [-2.17, -2.12, 0.02], [0.14, 2.24, -0.78]], "gap_ev": 10.424, "charge": 0, "smiles": "CC(C)(O)C(N)=O", "relative_energy_kcal_mol": 39.2, "lumo_ev": 0.71, "spin_multiplicity": 1, "homo_energy_ev": -9.7132}

---

{"formula": "C4H9NO2", "method": "ωB97M-V/def2-TZVPD", "species": ["C", "C", "N", "C", "C", "O", "O", "H", "H", "H", "H", "H", "H", "H", "H", "H"], "positions_angstrom": [[-0.76, -0.08, -0.98], [1.84, -0.23, -0.80], [0.68, 0.62, -0.95], [-1.31, -0.20, 0.39], [-0.62, -0.62, 1.46], [0.80, 1.79, -0.19], [-2.52, 0.40, 0.49], [1.05, 1.56, 0.72], [-2.83, 0.38, 1.41], [-1.41, 0.57, -1.58], [-0.61, -1.05, -1.46], [2.71, 0.32, -1.19], [2.06, -0.52, 0.24], [1.70, -1.14, -1.38], [0.30, -1.16, 1.39], [-1.09, -0.66, 2.43]], "gap_ev": 9.278, "charge": 0, "smiles": "C=C(O)CN(C)O", "relative_energy_kcal_mol": 93.8, "lumo_ev": 0.83, "spin_multiplicity": 1, "homo_energy_ev": -8.4504}

---

{"formula": "C4H9NO2", "method": "ωB97M-V/def2-TZVPD", "species": ["O", "C", "C", "C", "C", "O", "N", "H", "H", "H", "H", "H", "H", "H", "H", "H"], "positions_angstrom": [[2.58, -0.48, -0.19], [1.71, -0.62, 0.64], [0.44, 0.32, 0.70], [-0.28, -0.72, -0.29], [-1.63, -0.14, -0.83], [-2.75, -0.27, -0.02], [0.80, 1.58, 0.03], [2.20, -0.84, 1.63], [0.00, 0.46, 1.68], [-0.43, -1.67, 0.21], [0.29, -0.78, -1.21], [-1.75, -0.62, -1.81], [-1.43, 0.91, -1.08], [-2.52, -0.21, 0.91], [1.65, 1.85, 0.52], [1.11, 1.24, -0.88]], "gap_ev": 9.814, "charge": 0, "smiles": "N[C@H](C=O)CCO", "relative_energy_kcal_mol": 79.0, "lumo_ev": 0.50, "spin_multiplicity": 1, "homo_energy_ev": -9.3093}

---

{"formula": "C4H9NO2", "method": "ωB97M-V/def2-TZVPD", "species": ["C", "N", "C", "O", "C", "C", "O", "H", "H", "H", "H", "H", "H", "H", "H", "H"], "positions_angstrom": [[-0.85, 0.67, -1.38], [-2.11, -1.14, 1.12], [-1.46, -1.86, 0.50], [0.11, -0.33, -1.08], [1.26, 0.16, -0.42], [1.13, 0.21, 1.10], [0.11, 1.06, 1.56], [-1.23, 1.16, -0.48], [-0.42, 1.43, -2.05], [-1.68, 0.17, -1.89], [-0.82, -2.49, -0.09], [2.07, -0.53, -0.67], [1.52, 1.15, -0.81], [1.01, -0.81, 1.50], [2.08, 0.59, 1.50], [-0.72, 0.55, 1.58]], "gap_ev": 10.469, "charge": 0, "smiles": "COCCO.C#N", "relative_energy_kcal_mol": 61.5, "lumo_ev": 0.89, "spin_multiplicity": 1, "homo_energy_ev": -9.5828}

---

{"formula": "C4H9NO2", "method": "ωB97M-V/def2-TZVPD", "species": ["C", "C", "N", "C", "C", "H", "H", "H", "H", "H", "H", "H", "O", "H", "H", "O"], "positions_angstrom": [[-1.12, 0.62, -0.08], [-0.43, 0.15, -1.18], [0.50, 1.12, -1.47], [0.20, 2.28, -0.81], [-0.82, 2.00, 0.07], [-1.94, 0.08, 0.36], [-0.39, -0.82, -1.63], [1.02, 1.05, -2.34], [0.89, 3.11, -0.82], [-0.96, 2.50, 1.02], [-0.39, -2.14, 2.87], [-0.82, -1.15, 1.70], [-0.09, -1.53, 2.19], [2.17, -2.67, 0.12], [0.87, -2.03, 0.33], [1.31, -2.59, -0.32]], "gap_ev": 9.281, "charge": 0, "smiles": "c1cc[nH]c1.O.O", "relative_energy_kcal_mol": 37.6, "lumo_ev": 0.80, "spin_multiplicity": 1, "homo_energy_ev": -8.4771}

---

{"formula": "C4H9NO2", "method": "ωB97M-V/def2-TZVPD", "species": ["C", "C", "O", "C", "N", "C", "O", "H", "H", "H", "H", "H", "H", "H", "H", "H"], "positions_angstrom": [[2.01, -0.12, -0.15], [0.56, 0.02, -0.60], [-0.13, -1.19, -0.55], [-0.20, 1.04, 0.30], [-1.61, 0.72, 0.12], [-1.83, -0.62, 0.26], [-1.39, -1.27, 1.31], [2.54, 0.84, -0.19], [2.54, -0.83, -0.80], [2.06, -0.50, 0.88], [0.54, 0.40, -1.63], [-0.45, -1.50, 0.70], [0.05, 0.88, 1.36], [-0.02, 2.08, 0.04], [-2.01, 1.08, -0.74], [-2.66, -1.03, -0.31]], "gap_ev": 10.276, "charge": 0, "relative_energy_kcal_mol": 62.3, "lumo_ev": 0.86, "spin_multiplicity": 1, "homo_energy_ev": -9.4190}